Record 1
Here is a structure of composition C36H37NP2V in a non-equilibrium geometry from the Open Molecules 2025 dataset. Energies are from the ωB97M-V functional and the def2-TZVPD basis.

Last column: Mulliken spin population.
Cartesian coordinates (Å):
V -5.484 -0.972 2.622  0.003
C -5.821 0.243 4.360  -0.006
C -4.699 0.681 3.581  0.005
C -3.301 0.216 3.885  -0.001
C -2.813 -1.104 3.246  0.000
C -3.827 -2.181 2.985  -0.002
C -4.857 -2.558 3.905  0.003
C -4.958 -2.038 5.302  0.000
C -5.678 -0.678 5.524  0.000
C -5.440 -0.918 0.628  -0.003
H -6.734 0.835 4.357  0.000
H -4.772 1.668 3.115  0.000
H -3.151 0.160 4.978  0.000
H -2.601 1.005 3.556  0.000
H -2.273 -0.881 2.306  0.000
H -2.028 -1.494 3.916  0.000
H -3.538 -2.915 2.224  0.000
H -5.314 -3.540 3.755  0.000
H -3.965 -2.002 5.783  0.000
H -5.540 -2.779 5.878  0.000
H -6.681 -0.890 5.935  0.000
H -5.167 -0.165 6.357  0.000
H -6.365 -0.354 0.380  0.000
H -5.562 -1.985 0.357  0.000
H -4.538 -0.490 0.159  0.000
P 2.194 2.185 -2.028  0.278
P 2.466 -0.838 -2.797  0.296
C 3.370 1.151 -1.120  0.023
C 3.545 -0.138 -1.525  -0.003
C 3.170 3.730 -2.287  0.036
C 4.271 4.091 -1.497  0.019
C 4.897 5.333 -1.688  0.001
C 4.462 6.192 -2.701  0.010
C 3.409 5.805 -3.539  -0.001
C 2.775 4.577 -3.348  0.020
C 1.037 2.611 -0.674  0.044
C 0.172 1.583 -0.252  0.016
C -0.693 1.815 0.816  -0.019
C -0.722 3.068 1.445  0.030
C 0.112 4.094 0.985  -0.011
C 0.988 3.876 -0.080  0.025
C 3.818 -1.679 -3.781  0.065
C 4.686 -0.850 -4.522  0.027
C 5.812 -1.391 -5.145  -0.016
C 6.061 -2.770 -5.070  0.038
C 5.159 -3.606 -4.403  -0.011
C 4.032 -3.065 -3.772  0.026
C 1.724 -2.254 -1.920  0.024
C 0.623 -2.879 -2.543  0.028
C 0.085 -4.038 -1.986  -0.003
C 0.611 -4.565 -0.800  0.014
C 1.651 -3.898 -0.148  -0.002
C 2.199 -2.727 -0.692  0.015
H 3.877 1.583 -0.249  0.008
H 4.355 -0.784 -1.161  0.006
H 4.649 3.410 -0.736  0.001
H 5.730 5.618 -1.042  0.001
H 4.949 7.157 -2.843  0.000
H 3.081 6.466 -4.344  0.000
H 1.967 4.261 -4.009  0.000
H 0.189 0.617 -0.760  0.002
H -1.357 1.020 1.152  -0.002
H -1.402 3.242 2.285  0.002
H 0.073 5.076 1.451  0.000
H 1.624 4.684 -0.446  0.002
H 4.484 0.222 -4.588  0.003
H 6.499 -0.738 -5.690  0.000
H 6.951 -3.191 -5.539  0.001
H 5.324 -4.685 -4.372  0.001
H 3.327 -3.724 -3.261  0.003
H 0.213 -2.461 -3.461  0.000
H -0.745 -4.541 -2.483  0.000
H 0.208 -5.494 -0.382  0.001
H 2.047 -4.283 0.792  0.000
H 2.991 -2.200 -0.166  0.000
N -8.473 -1.946 3.016  -0.001
C -7.372 -1.585 2.810  0.001

Results
* maximum force: 3.01 eV/A
* energy: -83666.3688 eV
* E_LUMO (alpha / beta): -7.75 / -8.14 eV
* E_HOMO (alpha / beta): -13.2 / -13.2 eV
* Kohn-Sham gap (alpha / beta): 5.454 / 5.050 eV
* net charge: +2
* energy relative to the best compared isomer or geometry (same formula, charge and spin): 0.0 kcal/mol
* 2S+1: 2
* <S²>: 0.761


Record 2
Here is an isolated molecule of C3H2F3N3O in a non-equilibrium geometry from the Open Molecules 2025 dataset. Energies are from the ωB97M-V functional and the def2-TZVPD basis.

Last column: Löwdin charge in e.
Cartesian coordinates (Å):
F 1.872 0.874 -2.527  0.148
C 0.881 0.877 -1.565  -0.673
F 1.463 1.194 -0.409  0.164
F 0.039 1.887 -1.705  0.184
O 0.320 -0.349 -1.512  0.153
N -0.296 -0.526 -0.337  -0.261
N 0.339 -1.307 0.440  0.112
C -0.302 -1.281 1.579  -0.073
C -1.232 -0.150 1.431  -0.084
N -1.172 0.291 0.186  0.129
H 0.104 -1.840 2.414  0.102
H -2.016 0.331 2.005  0.100

Results
* maximum force: 3.14 eV/A
* energy: -17810.6239 eV
* E_LUMO: 0.97 eV
* E_HOMO: -10.5 eV
* Kohn-Sham gap: 11.518 eV
* SMILES: FC(F)(F)On1nccn1
* energy relative to the best compared isomer or geometry (same formula, charge and spin): 0.0 kcal/mol


Record 3
Here is a cluster of 2 separate species, C4H12NOS in total in a non-equilibrium geometry from the Open Molecules 2025 dataset. Energies are from the ωB97M-V functional and the def2-TZVPD basis.

Last column: Löwdin charge in e.
Cartesian coordinates (Å):
C -0.971 -0.479 -0.208  -0.347
C -1.279 1.051 -0.388  -0.837
S -2.970 1.328 0.097  0.101
C 0.245 -0.795 0.681  -0.230
N 1.603 -0.348 0.102  -0.179
C 2.325 0.608 0.896  -0.181
H -0.764 -1.146 -1.149  0.122
H -1.779 -1.023 0.309  0.053
H -0.563 1.526 0.420  0.050
H -0.988 1.306 -1.413  0.029
H 0.298 -1.873 0.905  0.099
H 0.144 -0.259 1.642  0.105
H 1.407 0.216 -0.787  0.142
H 2.545 0.256 1.896  0.054
H 3.432 0.803 0.454  0.119
H 1.748 1.581 1.063  0.085
H 2.472 -1.550 -0.540  0.028
H 2.638 -3.124 -1.101  -0.012
O 2.974 -2.229 -1.230  -0.203

Results
* maximum force: 2.79 eV/A
* energy: -18715.1709 eV
* E_LUMO: 3.47 eV
* E_HOMO: -2.6 eV
* Kohn-Sham gap: 6.029 eV
* net charge: -1
* energy relative to the best compared isomer or geometry (same formula, charge and spin): 36.5 kcal/mol


Record 4
Here is a cluster of 2 separate species, C5H15N3 in total in a non-equilibrium geometry from the Open Molecules 2025 dataset. Energies are from the ωB97M-V functional and the def2-TZVPD basis.

Last column: Löwdin charge in e.
Cartesian coordinates (Å):
C -0.119 -0.274 -1.592  -0.105
C 2.118 -0.023 -0.641  -0.062
C 0.926 -2.185 -0.150  -0.103
C -0.815 2.221 1.505  -0.114
C 0.762 -0.803 -0.563  -0.433
N -2.280 0.365 0.794  0.032
N 0.034 0.058 1.134  0.044
N -1.008 0.919 0.865  -0.451
H 0.387 0.083 -2.590  0.118
H -0.826 -0.981 -2.054  0.075
H -0.746 0.488 -1.082  0.060
H 2.634 -0.259 0.237  0.052
H 1.982 1.021 -0.729  0.054
H 2.538 -0.273 -1.633  0.089
H 1.560 -2.798 -0.831  0.098
H 1.378 -2.322 0.797  0.063
H 0.084 -2.917 -0.171  0.095
H 0.150 2.642 0.977  0.094
H -1.705 2.931 1.215  0.091
H -0.678 2.238 2.703  0.100
H -2.849 0.582 -0.019  0.077
H -2.813 0.605 1.626  0.073
H -0.342 -0.840 1.438  0.052

Results
* maximum force: 4.44 eV/A
* energy: -9894.0014 eV
* E_LUMO: 0.89 eV
* E_HOMO: -7.5 eV
* Kohn-Sham gap: 8.410 eV
* energy relative to the best compared isomer or geometry (same formula, charge and spin): 118.8 kcal/mol


Record 5
Here is a cluster of 2 separate species, C4H10O2 in total from the Open Molecules 2025 dataset. Energies are from the ωB97M-V functional and the def2-TZVPD basis.

Last column: Löwdin charge in e.
Cartesian coordinates (Å):
C 2.299 -1.197 0.787  -0.102
C 0.967 -1.253 0.022  -0.263
C 0.293 0.113 -0.095  -0.183
C -0.017 0.705 1.246  -0.294
O 0.180 1.846 1.562  0.053
H 3.027 -1.920 0.422  0.069
H 2.746 -0.197 0.672  0.078
H 2.122 -1.288 1.853  0.069
H 1.082 -1.683 -0.969  0.101
H 0.283 -1.925 0.555  0.104
H 0.929 0.820 -0.612  0.115
H -0.649 0.019 -0.641  0.122
H -0.461 0.009 2.000  0.131
O -4.003 1.710 -2.388  -0.067
H -4.957 1.745 -2.556  0.037
H -3.843 2.495 -1.857  0.029

Results
* maximum force: 0.96 eV/A
* energy: -8404.6718 eV
* E_LUMO: 0.82 eV
* E_HOMO: -9.7 eV
* Kohn-Sham gap: 10.553 eV
* SMILES: CCCC=O.O
* energy relative to the best compared isomer or geometry (same formula, charge and spin): 20.2 kcal/mol


Record 6
Here is an isolated molecule of Cl2HN3 in a non-equilibrium geometry from the Open Molecules 2025 dataset. Energies are from the ωB97M-V functional and the def2-TZVPD basis.

Last column: Löwdin charge in e.
Cartesian coordinates (Å):
Cl -2.918 0.265 -0.167  0.433
N -1.137 0.636 -0.076  -0.398
N -0.407 -0.325 0.014  -0.177
N 0.994 -0.100 0.317  -0.520
Cl 2.054 -1.322 -0.209  0.572
H 1.414 0.846 0.122  0.090

Results
* maximum force: 2.29 eV/A
* energy: -29527.3820 eV
* E_LUMO: -0.44 eV
* E_HOMO: -10.2 eV
* Kohn-Sham gap: 9.746 eV
* SMILES: Cl/N=N/NCl
* energy relative to the best compared isomer or geometry (same formula, charge and spin): 0.0 kcal/mol


Record 7
Here is an isolated molecule of C3H4N2 in a non-equilibrium geometry from the Open Molecules 2025 dataset. Energies are from the ωB97M-V functional and the def2-TZVPD basis.

Last column: Löwdin charge in e.
Cartesian coordinates (Å):
C -1.475 -1.339 0.028  0.063
C 0.895 -0.583 0.548  -0.154
C -0.164 0.569 0.359  -0.242
N -1.330 -0.121 -0.088  -0.058
N 1.910 -0.770 -0.132  0.097
H -2.327 -1.795 -0.162  -0.006
H -0.160 1.125 1.391  0.142
H 0.039 1.186 -0.500  0.089
H 2.221 -0.544 -1.069  0.069

Results
* maximum force: 5.00 eV/A
* energy: -6150.3266 eV
* E_LUMO (alpha / beta): -0.05 / -0.13 eV
* E_HOMO (alpha / beta): -8.3 / -7.9 eV
* Kohn-Sham gap (alpha / beta): 8.240 / 7.823 eV
* energy relative to the best compared isomer or geometry (same formula, charge and spin): 128.5 kcal/mol


Record 8
Here is a structure of composition C30H25BN3O3S2V from the Open Molecules 2025 dataset. Energies are from the ωB97M-V functional and the def2-TZVPD basis.

Last column: Mulliken spin population.
Cartesian coordinates (Å):
V -0.130 -0.862 -0.091  1.114
S -0.789 -0.493 6.883  0.000
C -2.357 -0.159 7.448  0.000
C -3.206 0.199 6.440  0.000
C -2.573 0.199 5.181  0.000
C -1.246 -0.159 5.255  -0.001
C -0.293 -0.252 4.167  0.000
C -0.737 -0.317 2.836  -0.001
N 0.106 -0.390 1.803  0.004
C 1.460 -0.391 2.009  -0.003
C 1.992 -0.357 3.297  -0.001
C 3.422 -0.343 3.448  -0.002
C 4.238 -0.337 2.370  -0.001
C 3.705 -0.348 1.035  -0.004
C 4.490 -0.270 -0.125  0.012
C 3.918 -0.231 -1.398  0.001
C 2.519 -0.312 -1.466  0.001
N 1.753 -0.388 -0.374  -0.022
C 2.321 -0.387 0.872  -0.012
C 4.703 -0.128 -2.613  0.000
C 4.299 0.378 -3.827  0.000
C 5.326 0.353 -4.792  0.000
C 6.487 -0.170 -4.302  0.000
S 6.348 -0.637 -2.673  0.000
C 1.089 -0.292 4.368  0.007
H -2.576 -0.248 8.500  0.000
H -4.242 0.458 6.598  0.000
H -3.085 0.487 4.273  0.000
H -1.792 -0.316 2.596  0.000
H 3.834 -0.319 4.449  0.000
H 5.313 -0.308 2.495  0.000
H 5.568 -0.213 -0.023  0.000
H 2.008 -0.324 -2.421  0.003
H 3.320 0.798 -4.020  0.000
H 5.217 0.715 -5.803  0.000
H 7.421 -0.314 -4.822  0.000
H 1.485 -0.247 5.376  0.000
C -3.773 -3.466 -3.110  0.000
N -2.638 -3.111 -2.219  -0.002
C -1.890 -4.236 -1.622  0.001
C -2.322 -1.887 -1.974  0.003
C -2.965 -0.685 -2.565  -0.002
O -1.332 -1.662 -1.111  0.015
H -4.152 -4.429 -2.781  0.000
H -3.412 -3.544 -4.134  0.000
H -4.564 -2.731 -3.024  0.000
H -2.104 -5.125 -2.206  0.000
H -2.218 -4.388 -0.595  0.000
H -0.823 -4.034 -1.658  0.000
H -3.569 -0.911 -3.436  -0.001
H -2.182 0.019 -2.851  0.002
H -3.592 -0.207 -1.807  0.000
O -0.466 1.757 -1.654  -0.003
B -0.897 1.060 -0.578  -0.088
O -1.943 1.584 0.103  0.001
C -2.221 2.769 -0.615  -0.008
C -3.188 3.713 -0.364  0.001
C -3.217 4.788 -1.247  -0.001
C -2.321 4.893 -2.310  -0.001
C -1.346 3.930 -2.549  0.001
C -1.332 2.874 -1.670  -0.008
H -3.876 3.627 0.465  0.000
H -3.954 5.565 -1.103  0.000
H -2.382 5.751 -2.966  0.000
H -0.644 4.009 -3.367  0.000

Results
* maximum force: 0.16 eV/A
* energy: -90139.6284 eV
* E_LUMO (alpha / beta): -11.13 / -10.68 eV
* E_HOMO (alpha / beta): -15.3 / -15.3 eV
* Kohn-Sham gap (alpha / beta): 4.186 / 4.650 eV
* net charge: +3
* energy relative to the best compared isomer or geometry (same formula, charge and spin): 0.0 kcal/mol
* 2S+1: 2
* <S²>: 0.763


Record 9
Here is an isolated molecule of C5H6 in a non-equilibrium geometry from the Open Molecules 2025 dataset. Energies are from the ωB97M-V functional and the def2-TZVPD basis.

Last column: Löwdin charge in e.
Cartesian coordinates (Å):
C -2.754 -0.373 -0.078  0.072
C -1.700 0.198 -0.003  -0.135
C -0.286 0.786 0.131  -0.201
C 0.772 -0.386 0.240  -0.172
C 2.079 -0.230 -0.157  -0.022
H -3.632 -0.990 -0.331  0.042
H 0.051 1.304 -0.720  0.072
H -0.046 1.495 0.961  0.118
H 0.315 -1.408 0.656  0.135
H 2.741 -1.075 -0.070  0.035
H 2.460 0.679 -0.630  0.056

Results
* maximum force: 2.92 eV/A
* energy: -5278.8770 eV
* E_LUMO: 1.15 eV
* E_HOMO: -9.7 eV
* Kohn-Sham gap: 10.847 eV
* SMILES: C#CCC=C
* energy relative to the best compared isomer or geometry (same formula, charge and spin): 53.5 kcal/mol


Record 10
Here is a structure of composition C16H10ClF5SSn in a non-equilibrium geometry from the Open Molecules 2025 dataset. Energies are from the ωB97M-V functional and the def2-TZVPD basis.

Last column: Löwdin charge in e.
Cartesian coordinates (Å):
C -3.032 -1.006 -0.431  -0.208
C -2.088 -1.182 -1.492  -0.155
C -1.595 0.103 -1.870  -0.136
H -1.887 -2.133 -2.001  0.113
C -2.276 1.086 -1.090  -0.108
C -3.128 0.415 -0.160  -0.200
H -3.776 0.871 0.585  0.102
H -3.638 -1.776 0.044  0.107
H -0.922 0.320 -2.709  0.099
H -2.256 2.173 -1.232  0.119
Sn -0.775 -0.661 1.276  0.896
Cl -0.412 -2.046 3.250  -0.050
C 3.073 0.180 -0.415  -0.067
C 2.721 1.439 -0.997  -0.104
C 2.235 1.189 -2.304  -0.104
H 2.733 2.386 -0.466  0.093
C 2.389 -0.202 -2.592  -0.081
C 2.939 -0.829 -1.430  -0.115
H 3.115 -1.906 -1.284  0.092
H 3.320 -0.007 0.637  0.111
H 1.832 1.926 -2.983  0.092
H 2.150 -0.702 -3.518  0.096
F -1.266 -0.893 7.280  0.114
C -0.991 -0.064 6.251  -0.131
C -2.052 0.560 5.589  -0.132
F -3.322 0.356 6.005  0.107
C -1.813 1.226 4.395  -0.248
F -2.885 1.645 3.676  0.056
C -0.513 1.271 3.847  -0.644
S -0.351 1.804 2.215  0.571
C 0.553 0.692 4.575  -0.290
F 1.764 0.568 4.003  0.069
C 0.313 0.028 5.765  -0.174
F 1.272 -0.720 6.345  0.110

Results
* maximum force: 3.03 eV/A
* energy: -59526.2121 eV
* E_LUMO (alpha / beta): -3.22 / -2.06 eV
* E_HOMO (alpha / beta): -8.3 / -8.3 eV
* Kohn-Sham gap (alpha / beta): 5.060 / 6.226 eV


Record 11
Here is an isolated molecule of C5H7NO from the Open Molecules 2025 dataset. Energies are from the ωB97M-V functional and the def2-TZVPD basis.

Last column: Löwdin charge in e.
Cartesian coordinates (Å):
O 1.233 2.373 0.097  -0.046
C 1.280 1.487 1.119  -0.170
N 0.242 0.654 1.025  -0.042
C -0.802 0.555 0.013  -0.194
C -0.459 -0.496 -1.051  -0.195
C -0.256 -1.822 -0.458  -0.152
C -0.089 -2.892 0.070  0.109
H 1.993 2.952 0.245  0.081
H 0.267 -0.071 1.725  0.109
H -0.917 1.535 -0.455  0.113
H -1.742 0.295 0.514  0.124
H -1.264 -0.538 -1.793  0.117
H 0.453 -0.183 -1.572  0.121
H 0.061 -3.849 0.521  0.025

Results
* maximum force: 0.59 eV/A
* energy: -8832.8877 eV
* E_LUMO: 0.90 eV
* E_HOMO: -8.6 eV
* Kohn-Sham gap: 9.508 eV
* energy relative to the best compared isomer or geometry (same formula, charge and spin): 76.4 kcal/mol


Record 12
Here is an isolated molecule of C6H10O2S in a non-equilibrium geometry from the Open Molecules 2025 dataset. Energies are from the ωB97M-V functional and the def2-TZVPD basis.

Last column: Löwdin charge in e.
Cartesian coordinates (Å):
C 0.868 -1.656 0.637  -0.063
C -0.148 0.078 -0.703  -0.285
C 0.621 -1.279 -0.906  -0.243
C -1.601 -0.052 -0.216  -0.587
C 0.184 0.509 0.651  -0.322
C 0.208 1.845 1.246  -0.015
O 0.716 -0.462 1.468  -0.035
O 1.849 -0.890 -1.545  -0.055
S -2.824 1.074 -0.581  0.691
H 0.114 -2.390 0.976  0.130
H 1.942 -1.902 0.714  0.132
H -0.212 0.626 -1.589  0.119
H 0.141 -2.062 -1.515  0.157
H -1.915 -0.896 0.322  0.040
H -0.397 1.923 2.151  0.095
H -0.189 2.619 0.637  0.071
H 1.276 1.946 1.544  0.110
H 1.998 0.057 -1.251  0.121
H -2.628 0.911 -2.040  -0.060

Results
* maximum force: 3.57 eV/A
* energy: -21310.8547 eV
* E_LUMO: 0.77 eV
* E_HOMO: -7.2 eV
* Kohn-Sham gap: 7.954 eV
* energy relative to the best compared isomer or geometry (same formula, charge and spin): 60.8 kcal/mol